Entry 1:
A molecular structure, C12H36KO16P4 at a distorted geometry. Source: the Open Molecules 2025 dataset; level of theory: wB97M-V/def2-TZVPD.

```
69
Properties=species:S:1:pos:R:3
K -0.44483 0.69030 0.12621
C 1.49392 5.26959 -3.68033
O 1.60884 4.64099 -2.40833
P 0.49931 3.57707 -1.94419
O 0.83663 2.77432 -0.75309
O 0.16705 2.78050 -3.30532
C -0.69526 1.63909 -3.31935
O -0.75882 4.58854 -1.77025
C -0.54511 5.77913 -1.03651
H 1.32104 6.34816 -3.56997
H 0.74001 4.80892 -4.30642
H 2.45840 5.37868 -4.18477
H -0.23749 0.72495 -3.68192
H -1.60547 1.84191 -3.88590
H -1.06571 1.49467 -2.31107
H -1.44302 6.15261 -0.52883
H -0.35574 6.63421 -1.68952
H 0.17104 5.63455 -0.22804
C -4.06726 -0.42306 -1.74249
O -3.41302 -1.59455 -2.22227
P -2.27161 -2.36008 -1.42200
O -0.93960 -1.76428 -1.23594
O -3.03451 -2.58322 -0.04499
C -2.35921 -2.91729 1.15531
O -2.24841 -3.75548 -2.15257
C -1.65579 -4.95459 -1.63025
H -5.00263 -0.31420 -2.28376
H -3.46478 0.46207 -1.96339
H -4.23144 -0.52858 -0.67006
H -1.27423 -2.82512 1.12937
H -2.54016 -3.96198 1.41955
H -2.70821 -2.32329 1.99282
H -2.48724 -5.64607 -1.52761
H -1.19425 -4.74204 -0.66627
H -0.89545 -5.39915 -2.26721
C 0.87906 1.67329 4.09543
O 0.93536 0.25170 4.29452
P -0.36738 -0.59728 4.07974
O -0.87756 -0.69284 2.70889
O 0.09373 -1.93370 4.75635
C -0.81209 -2.98192 5.14526
O -1.48815 0.02755 5.07319
C -2.81864 0.21348 4.62240
H 1.65008 1.95305 3.38290
H 1.15909 2.10106 5.06278
H -0.08070 2.15833 3.91309
H -0.49655 -3.93288 4.72093
H -1.78893 -2.80721 4.68649
H -0.82514 -2.96882 6.22948
H -3.09884 -0.52361 3.86514
H -2.98935 1.20462 4.20127
H -3.51329 0.03364 5.44254
C 2.16405 -2.84815 -2.20619
O 3.18833 -1.84626 -2.28602
P 2.98959 -0.47562 -1.46819
O 1.59449 -0.00239 -1.54922
O 3.55058 -0.70077 0.04345
C 2.71073 -1.12357 1.10341
O 3.98027 0.54062 -2.15453
C 5.40515 0.25728 -2.17048
H 2.11117 -3.39186 -1.26343
H 2.38542 -3.51634 -3.03495
H 1.19520 -2.38172 -2.38691
H 1.65116 -0.94414 0.93340
H 2.96920 -0.50274 1.96855
H 2.90576 -2.12671 1.48441
H 5.92726 0.73202 -1.34197
H 5.71198 0.82050 -3.05392
H 5.64195 -0.79588 -2.28846
```

Results
Total charge ... +1
Energy relative to the best compared isomer or geometry (same formula, charge and spin) ... 42.84 kcal/mol
Frontier orbital gap ... 10.645 eV
F_max ... 1.9 eV/A

Entry 2:
A molecular structure, C12H36KO16P4 at a distorted geometry. Source: the Open Molecules 2025 dataset; level of theory: wB97M-V/def2-TZVPD.

```
69
Properties=species:S:1:pos:R:3
K -0.36232 0.76594 -0.31356
C -5.90129 -1.78192 -1.79228
O -4.82750 -1.73421 -0.86375
P -4.23817 -0.38884 -0.15208
O -2.77214 -0.08345 -0.46246
O -4.58511 -0.61285 1.43722
C -3.64240 -0.05066 2.31711
O -5.12648 0.85562 -0.66195
C -4.63198 1.33881 -1.95916
H -5.38445 -1.34872 -2.64861
H -6.68043 -1.11093 -1.43058
H -6.22469 -2.80423 -1.98820
H -4.14799 0.11564 3.26833
H -3.18067 0.87652 1.97762
H -2.99748 -0.91186 2.49179
H -5.57841 1.56765 -2.44903
H -4.10125 0.63156 -2.59653
H -4.02626 2.19896 -1.67396
C 1.27820 3.22480 2.86690
O 1.39414 2.05450 3.64366
P 0.16584 0.90478 3.56881
O -0.72704 0.81184 2.38573
O -0.63118 1.30821 4.99906
C -1.58929 2.37875 5.09887
O 0.95671 -0.46590 3.99922
C 1.23661 -1.54257 3.18485
H 2.11718 3.88588 3.08410
H 0.39632 3.77629 3.19286
H 1.24889 3.04571 1.79212
H -1.56124 3.00129 4.20457
H -1.48648 3.08066 5.92642
H -2.59330 1.95445 5.10437
H 0.96873 -1.15458 2.20210
H 0.61810 -2.43316 3.29621
H 2.28989 -1.82309 3.18217
C 1.36151 -0.56528 -5.88242
O 0.41666 -1.02203 -4.89298
P 0.83416 -1.19238 -3.40593
O 1.28068 0.12553 -2.73961
O -0.49350 -1.87720 -2.65811
C -1.82406 -1.68044 -3.03720
O 1.85391 -2.44968 -3.46930
C 1.37189 -3.66229 -4.07969
H 2.40741 -0.69557 -5.60458
H 1.15965 0.47791 -6.12554
H 1.11957 -1.10824 -6.79608
H -2.00172 -1.93572 -4.08188
H -2.17569 -0.65088 -2.97044
H -2.31833 -2.40018 -2.38469
H 1.56432 -3.54426 -5.14606
H 0.34386 -3.97018 -3.88878
H 1.87813 -4.51321 -3.62388
C 3.52418 2.44077 -0.77637
O 4.15960 2.12005 0.44658
P 3.68189 0.92218 1.29397
O 2.30019 0.56186 1.02451
O 4.76611 -0.27733 0.96289
C 4.54788 -0.97185 -0.23510
O 4.06203 1.39411 2.82439
C 4.13505 0.40759 3.86030
H 4.31529 2.83454 -1.41449
H 2.83977 3.28615 -0.70555
H 3.03963 1.66768 -1.37273
H 3.71175 -0.70286 -0.88059
H 4.51570 -2.03453 0.00519
H 5.48628 -1.01298 -0.78813
H 3.15466 0.25462 4.31148
H 4.79571 0.70670 4.67404
H 4.51274 -0.46346 3.32484
```

Results
<S²> ... 0.76
Total charge ... +2
Energy relative to the best compared isomer or geometry (same formula, charge and spin) ... 16.52 kcal/mol
2S+1 ... 2
Frontier orbital gap (alpha / beta) ... 10.245 / 3.049 eV
F_max ... 5.3 eV/A

Entry 3:
12 unconnected molecules or ions with the total composition C12H36N12O24 at a distorted geometry. Source: the Open Molecules 2025 dataset; level of theory: wB97M-V/def2-TZVPD.

```
84
Properties=species:S:1:pos:R:3
C -11.14362 6.70182 -11.57638
N -10.26314 6.16687 -10.50344
O -9.21549 5.66122 -10.81962
O -10.66730 6.26360 -9.35552
H -11.56469 5.92943 -12.20944
H -10.40975 7.23904 -12.18669
H -11.85295 7.41376 -11.17773
C -19.80700 8.87559 -11.85979
N -20.95469 9.60717 -11.23412
O -20.99744 10.82184 -11.31754
O -21.79673 8.93920 -10.66987
H -19.21206 8.56423 -11.00159
H -19.46568 9.58068 -12.60531
H -20.20068 7.93010 -12.22497
C -17.14639 12.03070 -12.26353
N -17.49090 12.26404 -13.68752
O -16.74044 11.75367 -14.50874
O -18.48762 12.87605 -13.94756
H -17.27755 12.95975 -11.71438
H -16.14721 11.62468 -12.21541
H -17.93460 11.37686 -11.90012
C -13.36844 9.95440 -5.93747
N -13.83202 9.30408 -4.68505
O -13.48029 9.73667 -3.62059
O -14.50700 8.30192 -4.84980
H -12.48394 10.52242 -5.66171
H -14.14905 10.63824 -6.27437
H -13.23543 9.18542 -6.68820
C -14.24484 5.05907 -9.57783
N -13.42535 3.90838 -10.05487
O -13.27224 2.99357 -9.28194
O -12.98416 3.96303 -11.18812
H -13.66837 5.97750 -9.61259
H -14.53120 4.86275 -8.55247
H -15.13190 5.11417 -10.20484
C -14.57755 9.24429 -9.61966
N -15.96680 8.98587 -10.12086
O -16.75296 9.91179 -10.05716
O -16.22685 7.85539 -10.48824
H -14.39846 8.40101 -8.95253
H -14.59988 10.15868 -9.03746
H -13.95774 9.26126 -10.51013
C -16.94839 13.58533 -7.82454
N -16.45386 12.39288 -7.10254
O -16.11786 11.42261 -7.74300
O -16.37213 12.46196 -5.89691
H -17.74648 14.02647 -7.23616
H -17.33186 13.23241 -8.77719
H -16.14786 14.30693 -7.95182
C -17.38597 5.95428 -13.45712
N -18.56858 5.67360 -12.60867
O -19.54514 5.23263 -13.17098
O -18.51799 5.97724 -11.44525
H -16.71459 6.58979 -12.88880
H -17.77060 6.35976 -14.38963
H -16.89171 5.02881 -13.75118
C -15.06661 9.25616 -15.15869
N -14.31769 9.55735 -13.93417
O -14.91000 9.32500 -12.88858
O -13.19990 10.00607 -14.00118
H -15.66132 10.13684 -15.40245
H -15.64790 8.35100 -15.06142
H -14.37154 9.16632 -15.99401
C -12.78314 12.83540 -11.57081
N -12.97914 12.99870 -10.10527
O -12.05187 13.44163 -9.48001
O -14.04184 12.68930 -9.62171
H -12.48798 13.82113 -11.91136
H -13.74827 12.55959 -11.99264
H -12.13590 11.99125 -11.78460
C -11.15621 6.82308 -6.12635
N -12.30851 6.03772 -6.63965
O -12.28828 4.83759 -6.55953
O -13.17740 6.68177 -7.20154
H -10.90626 7.51152 -6.92952
H -10.29812 6.17815 -5.97259
H -11.42662 7.37190 -5.22958
C -17.28770 8.39142 -7.58184
N -18.53350 8.33883 -8.38873
O -19.20445 7.34097 -8.29525
O -18.80874 9.30668 -9.05354
H -17.52989 8.89962 -6.65542
H -16.53384 8.93207 -8.14923
H -16.85315 7.40570 -7.44413
```

Results
Total charge ... 0
Energy relative to the best compared isomer or geometry (same formula, charge and spin) ... 31.67 kcal/mol
Frontier orbital gap ... 9.726 eV
F_max ... 1.8 eV/A
Structure (SMILES) ... C[N+](=O)[O-].C[N+](=O)[O-].C[N+](=O)[O-].C[N+](=O)[O-].C[N+](=O)[O-].C[N+](=O)[O-].C[N+](=O)[O-].C[N+](=O)[O-].C[N+](=O)[O-].C[N+](=O)[O-].C[N+](=O)[O-].C[N+](=O)[O-]

Entry 4:
12 unconnected molecules or ions with the total composition C12H36N12O24 at a distorted geometry. Source: the Open Molecules 2025 dataset; level of theory: wB97M-V/def2-TZVPD.

```
84
Properties=species:S:1:pos:R:3
C -14.78426 -26.16501 20.10129
N -13.48656 -25.79833 20.70216
O -13.14448 -24.65827 20.48090
O -12.89022 -26.58871 21.39353
H -14.49885 -26.64177 19.16355
H -15.36483 -25.29109 19.80587
H -15.37584 -26.93112 20.60250
C -15.94550 -23.51996 23.52791
N -16.60644 -24.43426 22.54953
O -17.05839 -23.96564 21.52026
O -16.44707 -25.62695 22.75174
H -14.89279 -23.36057 23.29447
H -15.87614 -23.97697 24.51504
H -16.51426 -22.59016 23.53723
C -19.02901 -27.02415 27.20897
N -18.23434 -27.22552 25.91983
O -17.95343 -26.21551 25.27408
O -17.98120 -28.39120 25.61497
H -18.61297 -27.86179 27.76878
H -19.98598 -27.26126 26.74413
H -18.98652 -26.02762 27.64855
C -17.63737 -28.56321 21.71782
N -18.76643 -29.50877 21.52798
O -18.97915 -30.42808 22.27204
O -19.46667 -29.27286 20.59870
H -17.39553 -28.00521 20.81325
H -16.74583 -29.16546 21.89253
H -17.73939 -28.05689 22.67768
C -15.57716 -22.22092 19.56527
N -15.66563 -21.84364 18.09017
O -15.12534 -20.75003 17.75475
O -16.32987 -22.54195 17.34865
H -14.83900 -21.47180 19.85167
H -15.16994 -23.21119 19.76932
H -16.52598 -21.87198 19.97282
C -17.22964 -20.96925 25.66321
N -18.19819 -19.84702 25.59867
O -18.05835 -18.96945 24.75101
O -19.10528 -19.71107 26.44687
H -16.56173 -20.65198 26.46405
H -16.58788 -21.00439 24.78287
H -17.65545 -21.96433 25.79205
C -20.58392 -25.38197 21.92093
N -21.12761 -26.45698 22.76418
O -22.14547 -26.26604 23.47121
O -20.64692 -27.55949 22.71028
H -20.70246 -24.41083 22.40150
H -20.95137 -25.48768 20.90020
H -19.53027 -25.52381 21.68050
C -11.89161 -20.24870 22.07586
N -11.67391 -21.58236 22.77923
O -12.65902 -22.36564 22.71648
O -10.51752 -21.87612 23.08335
H -11.00145 -19.62473 22.15573
H -12.72210 -19.68075 22.49520
H -11.99823 -20.61474 21.05471
C -18.15581 -26.07577 17.44172
N -18.60948 -25.62776 18.76075
O -18.00638 -26.15694 19.70967
O -19.47804 -24.76571 18.84128
H -17.52434 -26.96254 17.49636
H -17.59897 -25.29502 16.92358
H -19.11901 -26.27197 16.97070
C -12.08291 -25.45697 24.44193
N -12.96939 -26.30856 25.28957
O -12.44199 -27.18975 25.90558
O -14.16748 -26.17331 25.24075
H -12.36662 -24.40550 24.48689
H -12.14264 -25.66574 23.37378
H -11.05665 -25.47470 24.80879
C -16.05687 -18.39348 20.74241
N -16.53219 -19.49013 21.63014
O -17.77526 -19.73056 21.61141
O -15.65914 -20.15370 22.25738
H -16.27630 -17.48208 21.29858
H -16.63783 -18.41318 19.82036
H -14.98734 -18.56610 20.62237
C -14.79499 -24.00540 28.09355
N -16.17600 -23.46985 28.39614
O -17.09293 -23.42070 27.55829
O -16.37043 -23.05466 29.52756
H -14.07849 -23.46541 28.71255
H -14.56171 -23.56641 27.12351
H -14.82789 -25.09268 28.16310
```

Results
<S²> ... 0.76
Total charge ... +1
Energy relative to the best compared isomer or geometry (same formula, charge and spin) ... 15.78 kcal/mol
2S+1 ... 2
Frontier orbital gap (alpha / beta) ... 7.463 / 2.386 eV
F_max ... 4.5 eV/A